{"formula": "C55H50I2KN4O4P2S", "method": "ωB97M-V/def2-TZVPD", "species": ["K", "I", "C", "C", "C", "I", "C", "O", "C", "C", "N", "C", "C", "C", "C", "C", "C", "N", "C", "H", "H", "H", "H", "H", "H", "H", "H", "H", "H", "H", "C", "S", "C", "C", "C", "N", "P", "C", "C", "C", "C", "C", "C", "C", "C", "C", "C", "C", "C", "P", "C", "C", "C", "C", "C", "C", "C", "C", "C", "C", "C", "C", "H", "H", "H", "H", "H", "H", "H", "H", "H", "H", "H", "H", "H", "H", "H", "H", "H", "H", "H", "H", "H", "H", "H", "H", "H", "H", "H", "H", "H", "N", "C", "C", "C", "C", "C", "C", "C", "H", "H", "H", "H", "H", "O", "C", "C", "C", "C", "C", "C", "C", "O", "O", "H", "H", "H", "H", "H"], "coordinates": [[-0.501590, -2.104210, 0.010327], [-7.068565, -6.844339, -0.880708], [-5.622865, -5.322972, -0.925078], [-4.665669, -5.317801, -1.925898], [-3.728754, -4.303631, -1.939482], [-2.255676, -4.262378, -3.427770], [-3.676073, -3.256566, -0.975899], [-2.801755, -2.333270, -0.998465], [-4.695595, -3.315922, 0.028671], [-4.700479, -2.241275, 1.072121], [-3.721663, -2.492139, 2.134863], [-3.707542, -1.417144, 3.111696], [-2.432254, -1.425742, 3.918125], [-2.419528, -0.980550, 5.237217], [-1.218392, -0.945873, 5.924325], [-0.068515, -1.377000, 5.282432], [-0.171000, -1.821585, 3.973337], [-1.323366, -1.835596, 3.300791], [-5.633649, -4.328761, 0.044271], [-4.646623, -6.087791, -2.684697], [-5.687516, -2.194790, 1.543843], [-4.509705, -1.272524, 0.586334], [-2.775512, -2.505663, 1.760656], [-4.562710, -1.508937, 3.788854], [-3.786790, -0.422067, 2.633924], [-3.343862, -0.667632, 5.707683], [-1.182742, -0.594353, 6.948685], [0.892412, -1.369829, 5.779096], [0.694857, -2.178504, 3.426413], [-6.383527, -4.341607, 0.827048], [3.048439, 3.276366, -2.195435], [2.058609, 4.790350, -2.152986], [1.469983, 4.810052, -0.431946], [0.137547, 4.113134, -0.183104], [0.203503, 2.634440, -0.531730], [-0.983404, 1.849676, -0.173748], [-1.317224, 1.284947, 1.425498], [0.309496, 1.506054, 2.245923], [0.679316, 2.643527, 2.969240], [1.933322, 2.731116, 3.551021], [2.840661, 1.684703, 3.418672], [2.484373, 0.549001, 2.711904], [1.222602, 0.463022, 2.139619], [-2.262130, 2.637087, 2.231702], [-2.748802, 3.753082, 1.564856], [-3.545204, 4.681582, 2.226244], [-3.862184, 4.501742, 3.562926], [-3.382819, 3.384326, 4.238729], [-2.596902, 2.456994, 3.576483], [-2.159956, 1.366001, -1.331182], [-2.527674, 2.953861, -2.198445], [-3.706188, 3.606449, -1.838809], [-4.030297, 4.844608, -2.376828], [-3.179012, 5.442459, -3.294549], [-2.014605, 4.792032, -3.681788], [-1.696478, 3.554210, -3.144041], [-1.160854, 0.536391, -2.624113], [-1.728379, 0.305958, -3.877061], [-1.056688, -0.441166, -4.828725], [0.190270, -0.981466, -4.542139], [0.762697, -0.766374, -3.299070], [0.090536, -0.005134, -2.350872], [3.615120, 3.315022, -3.125443], [2.434955, 2.377583, -2.184030], [3.742805, 3.248941, -1.356392], [1.385176, 5.868137, -0.180832], [2.254029, 4.382859, 0.198328], [-0.650421, 4.602010, -0.762081], [-0.113205, 4.229715, 0.874221], [1.085167, 2.191691, -0.055889], [0.348502, 2.535345, -1.606911], [-0.020229, 3.461426, 3.088441], [2.204808, 3.618612, 4.110295], [3.820460, 1.760023, 3.875410], [3.157579, -0.289525, 2.593732], [0.973588, -0.457201, 1.624909], [-2.501691, 3.902449, 0.522418], [-3.915855, 5.547689, 1.691005], [-4.481825, 5.224960, 4.078410], [-3.628448, 3.235190, 5.283309], [-2.230048, 1.584815, 4.106915], [-4.373806, 3.133701, -1.126580], [-4.949247, 5.338133, -2.085111], [-3.426318, 6.408919, -3.716325], [-1.346496, 5.251326, -4.399607], [-0.790365, 3.055992, -3.464345], [-2.713463, 0.700628, -4.101009], [-1.519857, -0.626284, -5.789706], [0.701454, -1.589148, -5.278162], [1.717979, -1.211944, -3.052828], [0.533977, 0.151380, -1.372531], [3.063002, 0.145275, -0.601870], [3.702402, -0.385408, -1.396002], [4.512836, -1.002099, -2.411643], [4.690010, -0.329722, -3.621265], [5.449566, -0.913394, -4.619424], [6.026393, -2.160951, -4.413818], [5.844030, -2.826260, -3.210132], [5.085906, -2.252109, -2.202430], [4.221848, 0.634528, -3.770893], [5.585310, -0.397883, -5.561069], [6.614857, -2.616894, -5.199773], [6.281490, -3.802304, -3.047366], [4.925084, -2.770725, -1.267053], [4.249459, -2.386137, 2.145242], [4.492329, -3.430088, 1.300554], [5.790431, -3.931613, 1.192443], [6.079202, -4.984901, 0.342123], [5.066627, -5.548387, -0.421630], [3.785004, -5.029455, -0.325915], [3.464433, -3.972772, 0.524047], [2.014281, -3.476276, 0.501417], [1.386937, -3.739537, -0.546792], [1.580680, -2.871434, 1.507343], [5.082098, -2.155808, 2.573665], [6.580598, -3.483891, 1.788339], [7.093296, -5.360806, 0.281597], [5.274252, -6.377639, -1.086062], [2.975408, -5.414336, -0.932208]], "atomic_forces_ev_per_a": [[-0.378, 0.015, 0.019], [0.036, 0.039, 0.000], [-0.119, -0.136, 0.000], [0.032, 0.046, -0.008], [0.075, -0.002, -0.077], [-0.036, 0.003, 0.018], [-0.022, 0.073, -0.064], [0.064, 0.020, 0.161], [-0.012, -0.067, -0.035], [0.033, 0.028, 0.070], [0.187, 0.316, 0.189], [0.010, -0.055, -0.028], [-0.020, -0.007, -0.013], [0.009, 0.008, -0.004], [-0.004, 0.002, -0.001], [0.012, 0.024, 0.023], [-0.036, -0.016, -0.038], [0.001, 0.020, -0.028], [0.018, 0.049, 0.009], [-0.008, -0.007, 0.003], [0.001, -0.006, -0.002], [-0.013, 0.006, -0.001], [-0.270, -0.242, -0.243], [-0.010, 0.002, -0.004], [0.010, 0.004, -0.006], [0.001, -0.003, -0.006], [0.004, -0.006, -0.002], [0.002, -0.005, -0.008], [0.015, -0.027, -0.006], [-0.001, 0.000, 0.000], [-0.086, 0.060, -0.015], [0.025, -0.022, 0.025], [-0.049, 0.014, -0.068], [0.042, 0.000, 0.035], [-0.030, 0.045, 0.025], [0.023, -0.015, 0.009], [0.017, 0.005, -0.086], [-0.028, 0.065, 0.036], [-0.013, -0.025, -0.031], [0.017, 0.004, 0.008], [0.016, 0.025, 0.013], [-0.038, -0.018, -0.010], [0.029, -0.093, 0.013], [-0.003, -0.043, 0.073], [-0.013, 0.012, -0.019], [0.010, 0.003, -0.016], [0.007, -0.003, 0.024], [-0.010, 0.024, 0.021], [-0.014, 0.025, -0.054], [-0.014, 0.021, -0.002], [0.023, -0.037, -0.006], [-0.005, -0.007, 0.014], [-0.010, 0.012, -0.002], [0.003, 0.005, -0.007], [0.009, 0.005, -0.004], [-0.017, 0.010, -0.007], [0.013, -0.023, 0.034], [-0.038, 0.024, 0.034], [-0.011, -0.004, -0.018], [0.013, -0.014, -0.024], [-0.021, 0.000, 0.030], [-0.035, -0.061, 0.123], [0.024, -0.025, 0.009], [0.020, -0.007, 0.000], [0.006, -0.008, -0.006], [0.021, -0.009, 0.041], [0.014, 0.004, -0.004], [-0.005, -0.007, -0.005], [-0.006, 0.011, -0.006], [-0.008, -0.006, -0.019], [0.015, -0.011, -0.029], [-0.005, 0.004, -0.005], [-0.003, -0.002, 0.002], [-0.001, -0.007, -0.003], [0.018, 0.003, 0.002], [0.003, 0.030, -0.016], [-0.032, -0.003, 0.002], [0.002, -0.003, -0.005], [-0.002, -0.005, -0.001], [0.002, -0.002, -0.005], [0.000, -0.037, 0.020], [0.008, 0.006, 0.008], [0.001, -0.007, 0.003], [-0.001, -0.002, 0.003], [-0.003, 0.000, -0.002], [0.020, -0.015, 0.007], [0.002, -0.008, -0.013], [0.003, -0.001, 0.001], [0.003, 0.001, 0.004], [-0.008, -0.013, -0.003], [0.113, 0.027, -0.067], [-0.056, 0.008, -0.015], [0.092, -0.022, 0.090], [-0.048, 0.044, -0.112], [-0.006, -0.013, 0.003], [0.007, -0.009, -0.015], [-0.005, 0.019, 0.003], [0.002, -0.009, 0.005], [-0.016, -0.017, 0.066], [-0.001, -0.006, 0.005], [0.003, -0.007, 0.000], [0.000, -0.004, 0.003], [0.000, -0.001, -0.009], [0.009, -0.010, -0.009], [0.025, 0.030, 0.031], [0.012, -0.033, 0.003], [0.014, 0.005, 0.012], [-0.004, -0.009, -0.006], [0.018, -0.003, -0.012], [-0.007, 0.032, 0.000], [-0.009, -0.027, 0.003], [0.262, -0.081, 0.105], [0.094, 0.010, -0.128], [0.063, 0.134, 0.038], [-0.050, -0.010, -0.033], [-0.003, 0.006, 0.003], [0.001, -0.001, -0.002], [-0.003, 0.006, 0.000], [0.010, -0.009, -0.001]], "lumo_energy_ha": 0.0726, "gap_ev": 6.15, "e_tot_ev": -133941.8245, "charge": -1, "e_above_lowest_kcal_mol": 3.7}